{
  "formula": "C18H25N5O3",
  "method": "ωB97M-V/def2-TZVPD",
  "species": ["O", "O", "O", "N", "N", "N", "N", "N", "C", "C", "C", "C", "C", "C", "C", "C", "C", "C", "C", "C", "C", "C", "C", "C", "C", "C", "H", "H", "H", "H", "H", "H", "H", "H", "H", "H", "H", "H", "H", "H", "H", "H", "H", "H", "H", "H", "H", "H", "H", "H", "H"],
  "xyz": [[-2.997837, 2.010383, 1.400584], [2.195933, 0.500607, 0.994796], [4.038070, 1.389631, 0.016878], [-8.203800, -1.959723, -0.628572], [2.079841, 1.670967, -0.960529], [-6.590119, -1.489094, 0.936565], [-7.329559, -1.762078, 0.052023], [-2.263682, 0.602339, -0.185388], [-1.457265, 2.915906, -0.186461], [4.877693, 0.794073, 1.012976], [5.147876, -2.856878, 0.064288], [-5.165165, -1.564153, 0.979185], [5.441041, -0.514807, 0.525434], [-1.465595, 0.318522, -1.355421], [0.631712, 1.742255, -1.092934], [-4.722461, -0.692211, -1.355270], [-2.312029, 1.816356, 0.415010], [6.732136, -0.588495, 0.020858], [0.039448, 2.646448, -0.006625], [7.230648, -1.790196, -0.451519], [6.439151, -2.925747, -0.431301], [-2.976514, -0.479789, 0.465921], [0.040130, 0.330802, -1.074257], [4.650388, -1.657746, 0.542219], [-4.477986, -0.477512, 0.135431], [2.713705, 1.128428, 0.104998], [8.238262, -1.839666, -0.837560], [-4.825983, -2.557475, 0.652581], [-4.236613, 0.088949, -1.933806], [0.575435, 3.598535, -0.033673], [4.284676, 0.642843, 1.921536], [2.650501, 2.240786, -1.563316], [0.217937, 2.191821, 0.968775], [-2.524335, -1.429706, 0.174117], [-1.695292, 3.059405, -1.242304], [4.527659, -3.741013, 0.082013], [-1.722583, 3.828528, 0.349161], [-1.696943, 1.034048, -2.152537], [-4.880816, 0.494821, 0.433447], [7.349980, 0.297753, 0.001352], [-5.784877, -0.658364, -1.585726], [0.235059, -0.121799, -0.102360], [0.552304, -0.262065, -1.834538], [-4.896807, -1.432370, 2.029771], [3.644590, -1.599333, 0.931184], [-4.333016, -1.658367, -1.674832], [6.828367, -3.863075, -0.800860], [5.671806, 1.520877, 1.197453], [0.438066, 2.191360, -2.074838], [-1.750696, -0.672046, -1.712191], [-2.861090, -0.346739, 1.545865]],
  "atomic_forces_ev_per_a": [[-0.2, 0.1, 0.4], [-0.2, -0.2, 0.4], [0.0, 0.2, -0.1], [-0.1, -0.2, -0.6], [0.2, 0.2, -0.3], [0.4, 0.9, 2.4], [-1.2, -0.5, -1.3], [-0.2, -0.3, 0.0], [0.0, 0.1, 0.3], [0.0, -0.2, 0.3], [-0.1, -0.1, 0.0], [0.8, 0.0, -0.6], [-0.1, 0.2, 0.0], [0.5, 0.0, -0.1], [0.0, -0.3, 0.5], [-0.1, 0.1, 0.3], [0.1, 0.3, -0.3], [-0.1, 0.0, 0.1], [0.0, 0.0, -0.3], [0.1, 0.0, -0.1], [0.1, 0.0, 0.0], [-0.5, 0.1, 0.3], [-0.2, 0.1, -0.3], [0.0, 0.0, 0.0], [0.2, -0.3, 0.1], [0.2, 0.2, -0.3], [0.1, 0.0, 0.0], [0.1, 0.0, 0.1], [0.0, 0.1, -0.1], [0.0, 0.0, 0.0], [0.2, 0.1, -0.1], [0.0, -0.1, 0.0], [0.1, 0.0, 0.0], [0.0, 0.0, 0.0], [0.0, 0.0, -0.1], [0.0, -0.1, 0.0], [-0.1, -0.1, -0.1], [-0.1, -0.1, 0.0], [0.0, -0.1, 0.1], [0.1, 0.1, 0.0], [0.0, 0.0, -0.1], [0.0, -0.1, -0.1], [0.0, 0.0, 0.0], [0.0, -0.1, -0.1], [-0.1, 0.0, 0.1], [0.0, -0.1, -0.1], [0.0, -0.1, 0.0], [-0.1, -0.1, 0.0], [0.0, 0.0, 0.1], [-0.1, 0.1, 0.0], [0.0, -0.1, -0.1]],
  "gap_ev": 9.643,
  "energy_ha": -1200.39141,
  "molar_mass_g_mol": 359.430,
  "e_lumo_ev": 0.56
}

=====

{
  "formula": "C18H25N5O4S",
  "method": "ωB97M-V/def2-TZVPD",
  "species": ["S", "O", "O", "O", "O", "N", "N", "N", "N", "N", "C", "C", "C", "C", "C", "C", "C", "C", "C", "C", "C", "C", "C", "C", "C", "C", "C", "C", "H", "H", "H", "H", "H", "H", "H", "H", "H", "H", "H", "H", "H", "H", "H", "H", "H", "H", "H", "H", "H", "H", "H", "H", "H"],
  "xyz": [[-4.311357, 1.591167, -0.162268], [0.543713, 2.754742, -0.399056], [-2.332718, -1.054765, -1.395886], [6.481328, 0.099747, -0.299387], [2.095882, -2.555181, -0.040164], [-6.060992, 0.097194, 1.250039], [-1.194788, 0.896219, -1.066988], [-4.732244, -1.131287, 0.019683], [-5.538554, -1.989856, 0.658435], [3.898627, -0.629187, 0.682247], [5.664122, -0.813307, -1.001012], [0.991134, 1.458312, -0.285310], [1.141647, 3.739520, 1.760128], [0.211734, -3.659049, 1.078252], [-3.500452, 1.006622, -1.704987], [-6.312732, -1.219243, 1.382937], [4.725885, -1.569151, -0.051204], [-5.064630, 0.125032, 0.389550], [0.447829, -0.868356, -0.594592], [-2.273842, 0.167327, -1.383053], [0.075954, 0.467650, -0.656327], [2.260287, 1.079811, 0.118716], [1.253485, 3.796709, 0.240451], [2.653064, -0.258832, 0.194355], [1.703410, -1.248419, -0.156364], [4.741768, 0.322519, 1.373913], [5.700833, 1.036009, 0.409081], [1.134946, -3.591097, -0.133342], [0.096461, 3.780938, 2.056466], [5.065678, -0.276316, -1.754729], [4.136465, 1.037250, 1.930462], [-3.241224, 1.913870, -2.247927], [-4.224443, 0.425040, -2.274933], [2.304034, 3.802043, -0.075127], [1.570415, 2.816930, 2.144152], [1.666560, 4.583771, 2.197908], [-0.400672, -2.764579, 1.152177], [4.103891, -2.260776, -0.611213], [-7.083549, -1.599190, 2.020001], [0.801884, -3.750681, 1.986663], [5.324796, -2.130343, 0.673629], [2.972211, 1.844880, 0.375614], [5.344284, -0.248207, 2.090201], [-0.284570, -1.602028, -0.879625], [-0.440324, -4.523241, 0.989543], [6.344810, -1.501555, -1.504087], [1.740213, -4.500627, -0.189493], [-3.980214, -1.452860, -0.587235], [5.133916, 1.654764, -0.304234], [0.556275, -3.506081, -1.060706], [-1.282871, 1.905044, -1.043120], [0.781279, 4.708392, -0.135939], [6.403831, 1.668326, 0.954585]],
  "atomic_forces_ev_per_a": [[0.2, 0.3, -0.4], [-0.1, -0.5, -0.2], [0.1, -0.2, 0.0], [0.1, 0.0, 0.1], [0.1, 0.4, 0.1], [0.1, 0.8, -0.1], [0.2, 0.5, -0.1], [-0.3, 0.5, 0.3], [-0.2, -0.9, 0.1], [0.1, -0.1, 0.4], [-0.2, -0.3, 0.1], [-0.3, -0.3, -0.1], [0.0, -0.1, -0.4], [0.3, 0.2, -0.3], [-0.3, 0.0, 0.6], [0.4, -0.1, -0.2], [0.3, 0.1, -0.5], [0.0, -0.5, -0.1], [0.0, -0.1, -0.1], [-0.4, 0.3, -0.2], [0.4, 0.1, 0.2], [0.0, 0.1, -0.1], [0.1, 0.4, 0.3], [-0.4, -0.2, -0.1], [0.1, 0.2, 0.0], [0.2, 0.2, -0.2], [-0.2, 0.1, 0.3], [-0.3, -0.3, 0.1], [-0.1, 0.0, 0.1], [0.0, -0.1, 0.0], [0.0, 0.0, 0.0], [0.0, 0.0, 0.0], [0.2, 0.0, 0.0], [-0.1, 0.0, 0.0], [0.0, 0.0, 0.1], [0.1, 0.1, 0.1], [-0.1, 0.0, 0.0], [0.1, 0.0, 0.0], [-0.2, -0.2, 0.1], [0.0, 0.0, 0.1], [0.0, 0.0, -0.1], [0.1, 0.1, 0.0], [0.0, 0.1, 0.0], [0.0, -0.1, 0.0], [-0.1, -0.1, 0.0], [-0.1, 0.0, 0.0], [-0.1, 0.1, -0.1], [0.0, 0.1, 0.1], [0.0, 0.0, 0.1], [0.1, 0.0, 0.0], [-0.1, -0.2, -0.1], [0.2, -0.1, 0.0], [-0.1, 0.0, 0.0]],
  "gap_ev": 7.716,
  "energy_ha": -1673.81780,
  "smiles": "CCOc1cc(N2CCOCC2)c(OCC)cc1NC(=O)CSc1ncn[nH]1",
  "molar_mass_g_mol": 407.496,
  "e_lumo_ev": 0.39
}

=====

Energy above the lowest of the compared OMol25 structures with the same formula, charge and spin readings, ordered: 268.28, 330.42 kJ/mol